[1]
C38H32BCo2NO6P | wB97M-V/def2-TZVPD

```
81
Properties=species:S:1:pos:R:3:forces:R:3
C 8.91435 3.41377 3.43523 -0.34 0.41 0.32
O 7.89642 4.25386 4.05002 0.17 -0.59 -0.54
C 6.61974 4.02992 3.68056 -0.39 -0.38 -0.33
C 5.61005 4.82459 4.25974 0.35 -0.30 -0.23
C 4.30309 4.59557 3.90695 -0.40 -0.48 -0.46
N 3.92633 3.63198 3.02468 1.35 -0.01 0.12
B 2.40015 3.40596 2.67183 -1.02 -0.64 -0.54
H 2.29540 2.40421 1.95987 0.37 0.56 0.42
C 4.89982 2.87567 2.46490 -0.66 0.28 0.13
C 6.23963 3.03775 2.75540 0.32 0.41 0.42
H 9.82881 3.78964 3.89563 -0.01 -0.27 -0.25
H 8.76222 2.34597 3.66874 0.00 0.47 0.06
H 8.94156 3.53817 2.33903 -0.05 0.11 0.45
H 5.85668 5.59919 4.97495 0.04 -0.08 -0.07
H 3.47802 5.17518 4.31840 0.23 -0.16 -0.09
H 1.78141 3.24360 3.70654 0.23 0.10 0.11
H 1.97594 4.37558 2.07751 0.24 0.17 0.08
H 4.58095 2.11190 1.75366 -0.13 0.28 0.28
H 6.96404 2.38754 2.26656 -0.28 0.23 0.17
O 2.40100 1.23625 -3.21240 0.27 0.69 0.07
C 1.52295 0.95192 -2.53331 0.84 -0.80 -1.65
Co 0.25758 0.13407 -1.60504 -0.05 1.78 1.93
C 0.84128 0.34471 0.02659 0.29 -0.02 2.13
O 1.13433 0.36814 1.14438 -0.27 -0.02 -1.24
C -0.98599 1.32486 -1.38161 -2.96 0.70 -0.36
O -1.85195 2.09674 -1.30116 1.49 -0.49 0.02
C -0.63151 -1.32958 -2.57940 2.32 0.48 -2.11
C 0.49202 -1.76776 -1.79766 -0.49 -1.61 -2.02
C 1.83267 -1.93195 -2.06029 -1.61 -0.03 -0.22
C 2.89840 -1.93071 -1.08783 0.74 -0.10 0.27
C 4.21172 -1.61854 -1.50922 -0.72 0.02 0.21
C 5.21338 -1.40842 -0.57005 -0.12 -0.21 0.09
C 4.92912 -1.57008 0.79807 0.08 0.06 -0.20
C 3.64668 -1.93475 1.22568 0.06 -0.10 -0.42
C 2.64599 -2.12880 0.27845 0.07 -0.15 0.04
Co -1.27230 -2.29718 -1.21961 -1.54 -0.11 2.43
C -0.97561 -2.76417 0.42231 0.47 -0.92 1.23
O -0.64080 -3.08593 1.48309 -0.27 0.28 -0.48
C -1.77210 -3.73735 -2.05934 0.63 -2.04 -1.35
O -1.94926 -4.72120 -2.66689 -0.13 1.52 0.96
P -3.27039 -1.33852 -1.06842 0.09 0.39 0.18
C -3.57646 -0.16607 0.32704 -0.40 0.31 0.54
C -4.79089 0.47936 0.63166 0.26 0.16 0.21
C -4.87734 1.35328 1.72535 0.00 -0.09 -0.17
C -3.77528 1.58856 2.54920 0.21 -0.16 -0.20
C -2.57950 0.93354 2.28026 -0.17 -0.08 -0.10
C -2.50437 0.07010 1.19135 0.34 -0.30 0.00
C -3.76591 -0.43876 -2.58627 -0.41 0.33 -0.47
C -4.18345 0.90011 -2.65875 -0.06 -0.25 -0.15
C -4.34308 1.53193 -3.89416 -0.11 -0.15 -0.07
C -4.14016 0.83676 -5.08470 0.06 -0.05 0.16
C -3.76405 -0.50212 -5.03427 -0.07 -0.18 0.40
C -3.59678 -1.12827 -3.79804 0.25 0.09 -0.13
C -4.60501 -2.58845 -0.86185 -0.63 -0.26 0.07
C -5.62634 -2.83455 -1.79402 0.13 -0.19 0.14
C -6.47770 -3.93561 -1.65442 0.09 0.02 0.22
C -6.34734 -4.79344 -0.56375 0.09 0.14 -0.02
C -5.36065 -4.54736 0.38961 0.09 0.38 -0.06
C -4.51534 -3.44595 0.24677 0.06 -0.22 -0.13
H -0.83884 -1.41893 -3.64644 0.26 0.14 0.13
H 2.08856 -1.97860 -3.12018 0.36 0.23 0.09
H 4.35099 -1.50714 -2.58789 0.27 0.09 0.38
H 6.21231 -1.12954 -0.91816 -0.26 -0.11 0.27
H 5.72404 -1.43319 1.52727 -0.09 0.04 -0.06
H 3.41618 -2.07319 2.28603 0.18 0.06 -0.37
H 1.64280 -2.44481 0.56321 0.29 0.22 0.05
H -5.67541 0.31217 0.02093 0.12 -0.01 0.03
H -5.80909 1.87452 1.94193 0.10 -0.19 -0.13
H -3.82834 2.27164 3.39389 -0.15 -0.08 -0.16
H -1.69452 1.07434 2.90052 -0.24 0.02 -0.12
H -1.56932 -0.46231 1.02262 -0.21 0.24 -0.13
H -4.40855 1.46660 -1.76166 0.29 -0.09 -0.03
H -4.63143 2.58187 -3.92739 0.02 -0.22 0.05
H -4.27571 1.32529 -6.04651 0.06 0.01 0.16
H -3.57148 -1.07351 -5.94144 -0.13 0.17 0.14
H -3.27874 -2.17080 -3.78070 -0.01 0.21 0.05
H -5.75467 -2.18626 -2.65533 0.10 -0.03 0.10
H -7.24320 -4.13254 -2.40552 0.17 0.12 0.17
H -7.01031 -5.64671 -0.44477 0.10 0.09 -0.10
H -5.23075 -5.21458 1.24226 -0.08 0.18 -0.20
H -3.73674 -3.27921 0.98976 -0.09 -0.01 -0.14
```
Forces are in eV/Å.

For the orbital gap, the calculation gives 4.57 eV. Its largest force on an atom is 0.06176 Eh/bohr. For the energy above the lowest of the compared OMol25 structures with the same formula, charge and spin, the calculation gives 76.7 kJ/mol. The charge is -1. Its total energy is -138916.6242 eV. The highest occupied orbital energy is -2.8 eV.

Taken from the Löwdin analysis, the atomic charges in e are: -0.0508, -0.0711, -0.2663, 0.0313, -0.0427, -0.0531, -0.3560, 0.0101, -0.0226, 0.0189, 0.0916, 0.0994, 0.0996, 0.1209, 0.1350, 0.0113, 0.0109, 0.1355, 0.1090, 0.0876, -0.1508, 0.0239, -0.1536, 0.0951, -0.1713, 0.0827, -0.2808, -0.3475, -0.0624, -0.2313, -0.0455, -0.1079, -0.1190, -0.0831, -0.0433, -0.0563, -0.2224, 0.0708, -0.1912, 0.0624, 1.0864, -0.3149, -0.0908, -0.0940, -0.0938, -0.0653, -0.1087, -0.3225, -0.0880, -0.0862, -0.1007, -0.0855, -0.1219, -0.3134, -0.0795, -0.0939, -0.1074, -0.0882, -0.0901, 0.0618, 0.1207, 0.1088, 0.0913, 0.0820, 0.1060, 0.0928, 0.1048, 0.0937, 0.0969, 0.1106, 0.0572, 0.0881, 0.0999, 0.0939, 0.1006, 0.0992, 0.0935, 0.0969, 0.0932, 0.1002, 0.0996

[2]
C3H3EuO3 | wB97M-V/def2-TZVPD

```
10
Properties=species:S:1:pos:R:3:forces:R:3
O -0.35538 0.64653 -0.16619 -1.15 1.04 0.08
Eu -0.75100 2.74091 -1.46253 0.27 -0.51 0.20
O 1.22944 1.77057 -1.12422 0.53 1.40 -0.01
C 1.01256 0.72468 -0.44979 0.13 -3.25 -1.23
O 1.65942 -0.29923 -0.28714 -0.41 1.21 0.86
C -0.72880 -0.53976 0.57402 0.18 0.24 1.17
H -1.81996 -0.66932 0.46080 0.38 -0.10 0.15
H -0.46571 -0.33678 1.62803 -0.29 0.25 -0.29
C -0.05969 -1.70924 -0.01193 0.49 -0.17 -0.68
H 0.27912 -2.32837 0.83894 -0.12 -0.11 -0.24
```
Forces are in eV/Å.

For the orbital gap (spin up / spin down), the calculation gives 5.73 / 5.88 eV. Its largest force on an atom is 0.06766 Eh/bohr. For the energy above the lowest of the compared OMol25 structures with the same formula, charge and spin, the calculation gives 329.1 kJ/mol. As for the multiplicity: 8. The charge is +1. Its total energy is -28620.6221 eV. The highest occupied orbital energy (spin up / spin down) is -11.5 / -11.5 eV.

Taken from the Löwdin analysis, the atomic charges in e are: -0.2252, 1.8133, -0.1825, -0.7264, 0.1224, -0.2851, 0.1397, 0.1279, 0.1764, 0.0396

[3]
C9H20NPSi | wB97M-V/def2-TZVPD

```
32
Properties=species:S:1:pos:R:3:forces:R:3
C -2.60036 3.13913 0.01935 -1.93 0.34 1.27
C -2.52005 2.52771 1.48998 -1.21 0.89 -1.01
C -2.16529 2.14094 -1.01721 -0.46 -2.76 0.61
C -1.13391 2.02764 1.77515 1.03 1.84 1.85
C -0.72299 1.59615 -0.65256 -1.11 1.13 2.21
C -0.71668 0.94587 0.84108 0.75 0.37 -2.26
C 1.15592 -4.15050 -0.89724 0.29 -0.04 2.86
C 2.56736 -1.52007 -2.08640 0.63 2.15 1.41
C 2.85581 -2.57533 1.16580 -1.64 -1.47 -0.93
N 0.56709 -1.29214 -0.02818 0.47 5.62 3.97
Si 1.83120 -2.36697 -0.48276 0.66 -1.42 0.01
P 0.92967 0.18330 1.12348 -1.40 -5.17 -4.27
H -3.72775 3.53492 -0.03520 2.56 -0.66 -0.51
H -1.85374 3.96231 -0.08738 -0.86 -0.10 0.49
H -2.76078 3.37235 2.12832 0.15 0.13 0.37
H -3.36680 1.81293 1.71057 1.06 0.27 -0.63
H -2.91256 1.23826 -1.11879 1.40 1.40 0.57
H -2.14434 2.49494 -2.02128 0.13 0.81 -0.75
H -0.47113 2.98322 1.85737 -0.58 -1.57 -1.00
H -1.00619 1.71718 2.80970 -0.47 -0.49 0.31
H -0.42859 0.96894 -1.45277 0.68 -0.90 -0.36
H 0.00659 2.44766 -0.48871 -0.77 -0.64 -0.81
H -1.36678 0.08240 0.92758 -0.46 -0.04 -0.24
H 0.21556 -4.27552 -1.34470 -1.56 0.63 -0.85
H 1.82001 -4.57987 -1.60030 1.06 -0.73 -0.53
H 1.01275 -4.86714 0.01893 0.85 1.40 -1.38
H 1.83250 -0.65512 -2.20155 0.99 -0.79 0.26
H 3.61431 -1.01076 -1.76160 -2.29 -1.24 -1.10
H 2.56098 -1.94630 -3.10100 0.48 -0.42 0.68
H 2.03381 -3.00788 1.83848 1.23 0.75 -0.68
H 3.67691 -3.28382 1.14814 0.11 -0.17 -0.09
H 3.21748 -1.64443 1.52367 0.20 0.90 0.52
```
Forces are in eV/Å.

For the orbital gap (spin up / spin down), the calculation gives 7.67 / 7.64 eV. Its largest force on an atom is 0.13420 Eh/bohr. As for the SMILES: C[Si](C)(C)/N=P/C1CCCCC1. For the energy above the lowest of the compared OMol25 structures with the same formula, charge and spin, the calculation gives 149.5 kJ/mol. Its total energy is -28311.6600 eV. The highest occupied orbital energy (spin up / spin down) is -8.9 / -8.9 eV.

Taken from the Löwdin analysis, the atomic charges in e are: -0.2165, -0.2175, -0.2282, -0.3099, -0.1833, -0.6046, -0.1948, -0.2060, -0.2276, -0.3027, 0.3244, 1.0358, 0.1439, 0.1117, 0.0935, 0.1276, 0.1460, 0.0817, 0.1462, 0.0942, 0.0624, 0.1143, 0.0876, -0.0167, -0.0118, 0.0621, 0.0001, 0.0665, 0.0069, 0.0454, 0.0073, -0.0379